Record 1
Density functional theory data (ωB97M-V/def2-TZVPD) for one molecule with the formula C2H4N4.

Geometry as XYZ:
```
10
Properties=species:S:1:pos:R:3:forces:R:3:lowdin_charge:R:1
N 2.038 -0.064 -0.204 0.16 -0.20 0.20 0.121
C 0.589 -0.022 -0.056 -0.11 -0.15 0.19 -0.556
N 1.052 -0.806 0.842 0.50 0.38 -0.54 0.221
N -1.770 -0.482 0.826 -0.10 0.24 -0.30 0.074
C -1.593 0.302 -0.167 -0.24 -0.14 0.21 -0.342
N -0.335 0.593 -0.687 0.10 -0.03 0.03 0.070
H 2.623 0.668 0.190 -0.25 -0.18 -0.05 0.138
H 2.472 -0.664 -0.900 -0.22 0.12 0.21 0.138
H -2.759 -0.568 1.053 0.08 0.05 -0.06 0.036
H -2.398 0.815 -0.703 0.08 -0.09 0.10 0.100
```
Forces are in eV/Å.

* HOMO-LUMO gap: 9.40 eV
* HOMO level: -0.32815 Ha
* calculated total energy: -297.52244 a.u.
* spin multiplicity: 1


Record 2
Density functional theory data (ωB97M-V/def2-TZVPD) for C36H40B4Cr2MgNO45 as an isolated structure in a non-equilibrium geometry.

Geometry as XYZ:
```
129
Properties=species:S:1:pos:R:3:forces:R:3:lowdin_charge:R:1
Mg 13.753 -13.223 -17.545 0.67 0.05 -0.93 0.736
Cr 6.888 -14.041 -24.780 0.11 -0.49 0.55 0.713
Cr 6.000 -10.211 -21.594 1.87 -1.89 2.01 1.241
O 10.461 -16.404 -16.836 -1.21 3.96 -4.54 0.094
C 10.257 -15.587 -17.811 0.87 -3.98 4.25 -0.256
O 9.132 -15.364 -18.458 -0.15 -0.50 0.31 0.238
B 9.331 -14.458 -19.588 0.38 -0.93 1.19 -0.821
O 10.789 -14.176 -19.525 0.31 0.57 0.28 0.272
C 11.337 -14.724 -18.447 -0.29 0.57 -0.36 -0.273
O 12.445 -14.533 -18.006 -1.67 -1.03 -0.57 0.124
O 8.395 -13.278 -19.377 0.89 0.40 0.27 0.266
C 8.049 -12.874 -20.535 -1.63 2.19 -2.43 -0.302
O 7.434 -11.826 -20.875 1.45 -2.24 1.17 0.024
C 8.424 -13.981 -21.588 -0.57 0.45 -0.53 -0.291
O 8.951 -15.001 -20.892 -0.25 1.30 -1.33 0.260
O 8.147 -13.847 -22.766 0.90 -0.92 1.63 0.103
O 14.356 -14.860 -21.881 -0.03 4.28 -0.20 0.151
C 14.150 -13.641 -21.969 -1.38 -2.58 1.10 -0.264
O 13.749 -12.943 -23.026 0.48 -1.42 0.10 0.246
B 13.131 -11.680 -22.698 1.64 0.57 0.26 -0.822
O 13.312 -11.561 -21.209 -0.64 0.55 -0.81 0.271
C 13.844 -12.616 -20.741 0.68 -1.28 2.68 -0.258
O 13.978 -12.792 -19.500 0.32 0.09 -3.02 0.039
O 11.733 -11.575 -23.127 0.10 -1.40 1.25 0.253
C 11.716 -10.801 -24.156 -2.29 4.57 -3.42 -0.370
O 10.758 -10.344 -24.826 2.55 -2.67 2.41 0.087
C 13.114 -10.117 -24.266 -0.81 4.80 -4.42 -0.359
O 13.928 -10.596 -23.389 -0.62 -1.03 1.05 0.247
O 13.267 -9.125 -25.050 -0.01 -4.13 3.18 0.081
O 16.005 -20.736 -19.878 0.09 0.43 -0.05 0.152
C 15.993 -19.551 -20.027 -0.70 1.06 -0.71 -0.362
O 16.404 -18.607 -19.184 -0.06 -0.86 0.10 0.217
B 16.163 -17.262 -19.694 -0.63 -1.20 -0.08 -0.883
O 15.508 -17.415 -21.041 1.13 0.20 2.08 0.207
C 15.408 -18.718 -21.270 0.05 -0.62 -0.70 -0.378
O 14.968 -19.155 -22.292 -0.04 -0.54 0.30 0.145
O 17.412 -16.558 -19.574 1.19 2.07 -0.45 0.262
C 17.300 -15.421 -18.891 1.14 0.69 1.34 -0.315
O 18.128 -14.573 -18.587 -1.59 -1.90 -1.10 0.146
C 15.851 -15.446 -18.332 -1.74 -0.01 -1.19 -0.292
O 15.279 -16.551 -18.722 -0.04 0.82 0.25 0.244
O 15.206 -14.560 -17.782 1.38 -0.15 0.38 0.052
O 11.803 -9.252 -15.780 -1.26 -1.16 -4.33 0.122
C 11.487 -9.491 -16.970 1.94 -0.21 3.84 -0.335
O 11.039 -8.670 -17.855 -1.75 1.76 -1.12 0.251
B 10.647 -9.331 -19.137 1.25 0.63 0.33 -0.800
O 11.289 -10.599 -19.016 0.04 -1.91 0.71 0.286
C 11.734 -10.790 -17.806 1.65 -1.73 0.77 -0.256
O 12.381 -11.784 -17.451 -1.26 2.01 -0.26 0.076
O 11.172 -8.713 -20.372 -1.53 0.31 0.14 0.262
C 10.133 -8.532 -21.203 0.98 1.09 -2.13 -0.323
O 10.132 -8.180 -22.370 0.06 -0.69 2.66 0.190
C 8.889 -8.958 -20.438 -2.00 -0.83 -2.29 -0.381
O 9.142 -9.496 -19.335 1.64 0.13 2.01 0.291
O 7.770 -9.007 -20.954 -1.27 0.24 -0.84 0.018
N 4.771 -13.130 -22.344 -0.18 -1.94 1.65 -0.536
O 4.056 -13.933 -21.733 0.42 1.03 -1.00 0.081
O 4.940 -11.987 -21.922 -1.14 4.79 2.37 -0.128
O 5.483 -13.392 -23.270 0.66 -1.81 -3.00 -0.043
O 13.701 -13.671 -15.677 1.73 -0.06 -2.37 0.080
C 13.452 -14.043 -14.578 -2.91 1.70 2.53 -0.500
O 13.140 -15.250 -14.199 2.03 -1.21 -0.08 0.044
C 13.663 -16.422 -14.914 -1.33 -2.68 0.67 -0.131
C 14.425 -17.466 -14.029 0.21 1.28 0.66 -0.042
C 13.011 -13.016 -13.549 0.09 -0.37 0.13 0.059
H 14.190 -16.278 -15.857 -0.07 0.86 0.25 0.121
H 12.742 -16.966 -15.123 -0.13 0.29 -0.61 0.106
H 14.019 -17.695 -13.044 -0.64 0.74 0.09 0.074
H 15.425 -17.090 -13.812 0.26 -0.45 -0.28 0.074
H 14.405 -18.477 -14.436 0.38 0.36 -0.85 0.071
H 12.800 -12.038 -13.981 0.31 -0.21 -0.27 0.094
H 13.755 -12.922 -12.757 -0.21 -0.09 0.17 0.097
H 12.061 -13.410 -13.188 0.18 0.11 0.47 0.076
O 10.351 -12.619 -15.466 0.49 -0.33 0.90 0.117
C 9.199 -12.946 -15.397 -1.88 1.16 -3.14 -0.497
O 8.676 -14.068 -14.916 1.19 0.05 0.98 0.015
C 9.643 -14.882 -14.187 -0.29 -1.14 0.57 -0.213
C 8.915 -16.147 -13.794 -0.84 -0.16 -0.50 -0.065
C 8.090 -12.156 -16.230 0.76 -1.40 0.97 0.053
H 9.904 -14.448 -13.222 0.23 0.79 -0.35 0.123
H 10.526 -15.089 -14.791 -0.15 0.28 -0.02 0.095
H 8.011 -15.835 -13.270 0.01 -0.14 0.31 0.079
H 9.490 -16.820 -13.160 0.15 0.23 -0.03 0.086
H 8.556 -16.706 -14.658 0.26 -0.04 -0.14 0.075
H 8.550 -11.613 -17.056 0.08 0.37 0.47 0.072
H 7.487 -11.576 -15.532 0.07 0.30 -0.28 0.082
H 7.448 -12.902 -16.699 -0.11 -0.03 0.19 0.056
O 14.140 -22.519 -16.264 -1.29 0.50 -2.94 0.053
C 13.650 -22.430 -17.417 0.99 -1.41 3.15 -0.537
O 13.223 -21.330 -17.967 0.36 0.44 -0.52 0.007
C 13.203 -20.206 -17.126 -0.92 0.96 0.44 -0.219
C 12.728 -19.011 -17.970 0.22 -0.74 0.54 -0.019
C 13.392 -23.587 -18.300 -0.26 -1.29 0.12 0.016
H 14.059 -20.148 -16.454 0.61 0.33 -0.81 0.117
H 12.421 -20.407 -16.394 -0.41 0.03 0.07 0.122
H 12.030 -19.419 -18.701 -0.37 0.06 0.24 0.085
H 13.449 -18.469 -18.582 0.33 0.05 0.58 0.065
H 12.208 -18.403 -17.230 -0.03 0.65 -0.57 0.053
H 13.596 -24.488 -17.722 0.85 -0.02 -0.39 0.089
H 13.913 -23.469 -19.251 0.20 -0.30 0.16 0.098
H 12.342 -23.766 -18.531 -0.25 0.83 -0.09 0.087
O 5.507 -10.136 -19.230 -0.54 -0.65 -1.18 0.044
C 5.223 -10.050 -18.055 0.02 0.00 0.89 -0.470
O 4.759 -11.064 -17.270 0.57 1.36 -0.66 0.003
C 4.059 -12.147 -17.896 0.19 -1.11 -0.90 -0.170
C 4.913 -13.269 -18.527 0.32 0.30 -0.41 -0.053
C 5.411 -8.755 -17.315 0.05 -0.63 1.17 0.045
H 3.343 -11.697 -18.584 0.13 -0.20 -0.32 0.128
H 3.469 -12.658 -17.135 0.13 0.50 0.35 0.126
H 5.596 -13.736 -17.818 -0.41 -0.11 0.38 0.072
H 5.572 -13.040 -19.365 -0.20 0.88 -0.01 0.046
H 4.248 -14.004 -18.980 -0.21 -0.15 0.43 0.078
H 4.489 -8.468 -16.810 -0.28 0.22 -0.51 0.099
H 5.885 -7.956 -17.885 -0.30 -0.31 -0.11 0.099
H 6.011 -8.973 -16.432 0.45 -0.06 -0.07 0.095
O 6.448 -16.167 -23.944 -0.12 -0.37 0.91 0.028
C 6.629 -17.227 -23.361 0.57 -0.36 0.17 -0.461
O 6.301 -17.538 -22.078 1.02 0.59 -0.74 0.017
C 5.948 -16.472 -21.182 -1.45 1.58 -1.69 -0.220
C 6.318 -16.695 -19.779 0.92 -2.55 1.09 -0.041
C 7.366 -18.406 -23.956 -0.86 0.79 0.36 0.046
H 4.888 -16.334 -21.396 -0.20 0.11 0.71 0.127
H 6.384 -15.541 -21.543 0.21 -0.06 -0.24 0.092
H 5.873 -16.059 -19.014 0.17 0.25 -0.43 0.086
H 7.387 -16.866 -19.651 0.37 1.25 -0.08 0.079
H 6.111 -17.726 -19.490 -1.13 -0.19 0.04 0.089
H 8.424 -18.167 -23.851 0.08 -0.25 0.08 0.105
H 7.124 -18.480 -25.016 0.01 -0.31 0.17 0.095
H 7.057 -19.232 -23.316 0.46 -0.40 -0.61 0.095
```
Forces are in eV/Å.

* HOMO-LUMO gap (alpha / beta): 5.05 / 6.06 eV
* HOMO level (alpha / beta): -0.32168 / -0.32857 Ha
* calculated total energy: -7225.61354 a.u.
* spin multiplicity: 10


Record 3
Density functional theory data (ωB97M-V/def2-TZVPD) for one molecule with the formula C4H11N2O in a non-equilibrium geometry.

Geometry as XYZ:
```
18
Properties=species:S:1:pos:R:3:forces:R:3:lowdin_charge:R:1
C 1.750 0.251 -0.767 -0.28 1.16 0.52 -0.274
O 2.713 0.649 0.156 0.12 -0.34 -1.02 0.018
C 0.360 0.339 -0.140 0.12 -1.63 0.42 -0.380
C -0.672 -0.405 -1.027 -0.18 0.49 0.83 -0.167
C -1.911 -0.736 -0.173 -0.68 -0.70 -0.08 -0.310
N -2.453 0.366 0.629 -0.11 -1.01 -1.03 -0.005
N 0.441 -0.344 1.213 2.04 -0.01 -1.09 0.032
H 1.839 0.895 -1.663 0.20 -0.06 0.12 0.143
H 1.918 -0.766 -1.137 0.42 -0.17 0.14 0.131
H 0.118 1.376 0.088 -0.23 0.01 -0.38 0.134
H -0.273 -1.336 -1.478 0.08 0.37 0.39 0.115
H -0.946 0.232 -1.864 -0.12 0.18 -0.19 0.105
H -1.680 -1.576 0.488 0.04 0.17 0.01 0.098
H -2.737 -1.104 -0.809 0.41 0.13 0.02 0.106
H -1.847 0.537 1.418 0.15 0.59 -0.26 0.050
H -2.549 1.103 -0.060 0.05 0.72 0.87 0.064
H 1.414 -0.074 1.492 -1.20 0.42 0.53 0.066
H 0.725 -1.298 0.955 -0.83 -0.32 0.18 0.075
```
Forces are in eV/Å.

* HOMO-LUMO gap (alpha / beta): 9.96 / 7.13 eV
* HOMO level (alpha / beta): -0.33290 / -0.33275 Ha
* calculated total energy: -343.65641 a.u.
* spin multiplicity: 2


Record 4
Density functional theory data (ωB97M-V/def2-TZVPD) for a 2-piece molecular cluster, C2H5NS2 overall in a non-equilibrium geometry.

Geometry as XYZ:
```
10
Properties=species:S:1:pos:R:3:forces:R:3:lowdin_charge:R:1
C -0.070 -1.110 0.973 -0.97 0.47 0.69 0.047
C 1.120 0.812 -0.008 1.57 0.42 -0.80 -0.541
N 0.720 -0.208 0.940 -1.54 -2.34 -0.27 -0.032
S -2.331 -0.458 -0.766 1.22 -0.23 1.76 0.131
S 1.129 0.232 -1.751 2.05 0.17 0.48 0.694
H -0.533 -1.985 1.589 1.06 1.90 -1.43 0.134
H 0.333 1.635 -0.039 1.58 -0.70 0.82 0.104
H 2.258 0.953 0.204 -2.42 0.85 -0.09 0.104
H -2.493 0.040 0.504 -0.13 -0.13 -0.77 -0.323
H -0.133 0.089 -1.646 -2.41 -0.42 -0.40 -0.317
```
Forces are in eV/Å.

* HOMO-LUMO gap (alpha / beta): 7.00 / 6.78 eV
* HOMO level (alpha / beta): -0.30255 / -0.29876 Ha
* calculated total energy: -930.18369 a.u.
* spin multiplicity: 1